Computed, not measured: a cluster of 6 separate species, C8H28O6 in total, with the ωB97M-V functional and the def2-TZVPD basis.

Last column: Löwdin charge in e.
Positions of all 42 atoms, in Å:
C (3.923, -5.901, 15.267)  -0.06
C (4.140, -6.680, 13.945)  -0.32
O (3.004, -7.085, 13.255)  -0.08
H (3.171, -5.156, 15.006)  0.07
H (4.817, -5.342, 15.545)  0.08
H (3.447, -6.472, 16.064)  0.07
H (4.815, -7.531, 14.035)  0.11
H (4.740, -5.964, 13.382)  0.11
H (3.191, -6.993, 12.318)  0.09
C (-0.201, -7.781, 12.503)  -0.10
C (0.475, -8.566, 11.426)  -0.30
O (1.631, -9.187, 11.985)  -0.08
H (-1.199, -7.459, 12.207)  0.08
H (0.384, -6.913, 12.807)  0.06
H (-0.285, -8.286, 13.465)  0.08
H (0.654, -7.889, 10.591)  0.11
H (-0.217, -9.291, 10.999)  0.11
H (2.355, -8.569, 11.857)  0.05
C (4.083, -12.256, 18.340)  -0.08
C (2.717, -11.833, 17.719)  -0.33
O (2.901, -10.492, 17.416)  -0.11
H (4.355, -11.695, 19.233)  0.07
H (4.892, -11.832, 17.745)  0.07
H (4.040, -13.337, 18.475)  0.07
H (1.867, -11.885, 18.399)  0.11
H (2.605, -12.331, 16.756)  0.10
H (2.453, -10.363, 16.577)  0.02
C (2.331, -13.126, 13.449)  -0.19
O (1.523, -14.226, 13.705)  -0.10
H (1.794, -12.357, 12.895)  0.07
H (2.740, -12.686, 14.359)  0.06
H (3.237, -13.345, 12.885)  0.08
H (1.925, -14.789, 14.370)  0.08
C (-0.645, -11.525, 15.574)  -0.13
O (-2.020, -11.207, 15.889)  -0.13
H (0.034, -10.835, 16.074)  0.07
H (-0.516, -12.498, 16.049)  0.07
H (-0.380, -11.727, 14.536)  0.08
H (-2.192, -10.922, 16.789)  0.07
O (2.427, -9.980, 14.642)  -0.04
H (1.780, -10.298, 14.012)  0.01
H (2.636, -9.094, 14.347)  0.02

The electronic energy comes out at -21032.15886 eV. The relative energy (zero: lowest compared OMol25 entry of this formula, charge and spin) is 2.087 eV. The largest force on an atom is 2.8 eV/A. The structure (SMILES) is CCO.CCO.CCO.CO.CO.O.